No. 1
Entry from OMol25: a molecular structure, C43H43GeLiN6O at a distorted geometry (ωB97M-V/def2-TZVPD).

Output
E in eV: -112992.4358
HOMO level (spin up / spin down) in eV: 2.21 / 1.90
Net charge: -2
Gap between HOMO and LUMO (spin up / spin down) in eV: 1.97 / 2.27

Cartesian coordinates (Å):
Ge  -1.413  1.697  -0.718
O  0.683  0.044  6.083
N  3.752  -1.345  -0.207
N  -0.443  -2.289  -0.395
N  1.749  -2.376  1.538
N  1.391  0.539  -0.942
N  1.244  -1.234  3.676
N  1.883  -2.766  -1.690
C  -1.946  1.344  -3.611
C  -2.336  0.989  -2.317
C  -1.236  4.348  0.456
C  -1.575  6.490  -0.582
C  1.409  0.556  -2.358
C  0.281  1.018  -0.054
C  4.532  -0.728  0.689
C  -1.305  -4.479  -0.770
C  -2.534  0.768  -4.727
C  -4.053  1.705  0.595
C  -3.210  0.784  3.059
C  4.154  -2.513  -0.712
C  -4.967  1.576  1.629
C  -2.528  -4.108  -0.229
C  2.013  -0.658  -3.021
C  -3.323  0.012  -2.187
C  -1.921  5.848  -1.761
C  3.298  -3.116  -1.804
C  1.359  -2.036  -2.847
C  5.732  -1.247  1.129
C  5.333  -3.124  -0.311
C  1.476  3.056  -1.122
C  1.515  -1.845  2.538
C  0.151  -1.717  4.509
C  1.207  2.969  -2.435
C  1.512  0.193  3.808
C  -1.565  3.683  -0.726
C  0.474  -1.353  5.947
C  -1.235  5.732  0.532
C  -1.913  4.461  -1.828
C  1.077  -3.923  -1.344
C  1.191  1.677  -3.075
C  -3.526  -0.190  -4.575
C  -2.709  1.367  0.761
C  -3.912  -0.574  -3.298
C  1.494  1.885  -0.256
C  -0.280  -3.542  -0.820
C  -2.305  0.914  2.015
C  6.137  -2.483  0.624
C  -2.692  -2.805  0.235
C  1.768  0.479  5.279
C  -4.546  1.111  2.870
C  -1.621  -1.939  0.129
Li  1.519  -1.354  -0.290
H  -5.254  1.005  3.684
H  0.962  -4.617  -2.194
H  -3.622  -2.464  0.670
H  3.434  -4.202  -1.808
H  -2.195  6.430  -2.635
H  -0.358  -1.607  6.606
H  -2.209  1.062  -5.720
H  -6.008  1.840  1.470
H  -1.573  7.574  -0.528
H  6.326  -0.712  1.860
H  -3.339  -4.825  -0.170
H  -4.392  2.085  -0.364
H  -2.192  3.980  -2.757
H  1.372  -1.897  6.271
H  -1.149  2.063  -3.751
H  3.691  -2.761  -2.766
H  -1.687  -0.920  0.479
H  4.167  0.225  1.059
H  2.101  -0.448  -4.090
H  -1.259  0.656  2.149
H  2.210  1.918  0.567
H  -0.971  3.771  1.335
H  -4.671  -1.336  -3.165
H  1.222  1.625  -4.157
H  2.378  0.450  3.200
H  -2.878  0.428  4.031
H  5.609  -4.089  -0.720
H  2.690  -0.028  5.597
H  1.598  -4.467  -0.552
H  0.647  0.769  3.453
H  1.136  3.865  -3.040
H  3.035  -0.710  -2.635
H  -3.982  -0.648  -5.445
H  -1.132  -5.482  -1.141
H  0.052  -2.795  4.382
H  -0.789  -1.232  4.205
H  0.283  -1.916  -2.711
H  7.057  -2.946  0.962
H  1.677  4.020  -0.667
H  -0.971  6.223  1.463
H  1.868  1.552  5.448
H  1.508  -2.627  -3.766
H  -3.631  -0.311  -1.201

=====

No. 2
Entry from OMol25: a molecular structure, C43H44BCsI2N4O8Se4Te (ωB97M-V/def2-TZVPD).

Output
E in eV: -353756.8600
ΔE to the lowest compared entry with this formula, charge and spin in kJ/mol: 0.0
HOMO level in eV: -0.83
Net charge: -2
Gap between HOMO and LUMO in eV: 3.83

Cartesian coordinates (Å):
Cs  -0.003  0.557  1.016
I  -3.848  -4.174  -0.672
I  -3.913  -0.604  -0.385
Te  -3.048  -1.513  -4.748
Se  -3.419  4.861  2.406
Se  -3.848  1.276  3.057
Se  -2.172  2.974  3.023
Se  -2.573  -0.678  3.277
O  1.990  2.481  2.175
O  0.227  -2.992  -1.009
O  3.413  -3.700  1.392
O  2.483  -3.383  -1.328
O  4.055  3.286  2.360
O  4.579  0.737  -1.399
O  1.732  -2.224  0.695
O  -1.002  4.046  -2.170
N  -1.938  2.274  -1.128
N  4.032  2.870  -0.904
N  1.365  2.283  -1.879
N  3.095  -0.069  1.848
C  1.337  -4.810  -4.541
C  6.374  3.483  -1.417
C  4.915  -1.562  2.563
C  -0.505  -4.003  -3.143
C  -5.191  2.593  -0.498
C  6.844  4.743  -3.418
C  8.623  4.232  -1.895
C  -5.011  -1.916  -4.027
C  -2.125  4.611  -1.431
C  5.659  1.190  -0.561
C  0.894  -0.324  -2.766
C  3.002  -2.383  1.297
C  0.141  1.868  -2.203
C  -6.444  2.228  -0.971
C  -4.547  3.235  -2.718
C  -2.972  -2.413  0.165
C  2.344  1.375  -1.922
C  2.164  0.070  -2.372
C  -0.147  0.575  -2.640
C  5.439  2.714  -0.507
C  2.643  -6.715  -5.508
C  -0.018  -4.595  -4.315
C  3.165  2.260  2.302
C  -6.754  2.371  -2.318
C  5.943  4.078  -2.594
C  -4.228  3.088  -1.373
C  0.740  -5.793  -6.805
C  1.865  -5.433  -5.834
C  3.676  1.754  -1.384
C  7.722  3.573  -1.075
C  -5.804  2.882  -3.191
C  5.594  -0.506  3.070
C  5.065  0.806  2.969
C  3.641  -1.350  1.887
C  1.777  -3.850  -2.408
C  -1.001  2.742  -1.837
C  3.816  0.910  2.377
C  0.421  -3.632  -2.207
C  8.185  4.820  -3.075
C  -2.852  3.393  -0.835
C  2.800  -4.438  -6.536
C  2.261  -4.430  -3.552
C  -3.207  0.576  -4.368
B  1.512  -2.838  -0.467
H  6.542  -0.669  3.572
H  3.490  -6.513  -4.852
H  3.025  -7.170  -6.426
H  -3.055  -2.480  1.247
H  5.568  1.669  3.375
H  -2.719  5.199  -2.128
H  -1.737  5.248  -0.638
H  -1.173  0.274  -2.812
H  5.545  0.724  0.420
H  8.068  3.119  -0.151
H  3.509  4.083  2.276
H  3.845  -3.949  0.565
H  8.885  5.339  -3.719
H  -3.802  3.613  -3.412
H  3.327  -4.570  -3.675
H  -2.924  3.518  0.248
H  5.294  -2.571  2.651
H  9.667  4.290  -1.612
H  6.601  0.892  -1.019
H  -4.066  0.977  -4.900
H  -6.038  2.999  -4.243
H  -1.560  -3.829  -2.990
H  4.893  4.027  -2.853
H  -0.742  -4.877  -5.066
H  -4.944  2.491  0.555
H  -5.087  -1.540  -3.009
H  -1.939  -2.406  -0.157
H  -7.179  1.831  -0.281
H  -5.149  -2.995  -4.022
H  3.188  -4.871  -7.461
H  -7.734  2.088  -2.684
H  2.998  -0.616  -2.374
H  0.166  -4.913  -7.099
H  1.168  -6.232  -7.709
H  -3.321  0.739  -3.297
H  1.997  -7.439  -5.007
H  -5.748  -1.447  -4.673
H  5.563  3.074  0.515
H  3.649  -4.173  -5.905
H  2.266  -3.518  -6.781
H  6.492  5.203  -4.333
H  0.053  -6.522  -6.372
H  0.706  -1.327  -3.128
H  -2.300  1.060  -4.726

=====

No. 3
Entry from OMol25: a molecular structure, C43H44CoFN3O6Sb at a distorted geometry (ωB97M-V/def2-TZVPD).

Output
E in eV: -108937.9370
2S+1: 2
ΔE to the lowest compared entry with this formula, charge and spin in kJ/mol: 0.0
HOMO level (spin up / spin down) in eV: -9.89 / -9.89
Net charge: +1
Gap between HOMO and LUMO (spin up / spin down) in eV: 6.04 / 6.48

Cartesian coordinates (Å):
Sb  3.357  -0.160  0.186
Co  -0.968  -0.291  -0.206
F  -3.804  -5.207  0.870
O  0.433  -1.416  0.585
O  -2.287  -3.830  -4.080
O  0.412  1.167  -0.843
O  -2.070  -1.852  -0.706
O  -2.135  -0.109  -2.013
O  -1.761  -6.549  -0.500
N  -2.242  -5.315  -2.357
N  -3.583  -3.401  -2.242
N  -2.650  0.577  0.739
C  -2.546  -1.255  -1.729
C  -4.905  -0.013  1.287
C  -3.559  -0.296  1.209
C  -5.342  1.245  0.894
C  -1.404  -3.588  2.809
C  0.613  -3.765  0.636
C  2.854  0.202  3.497
C  4.755  -0.130  1.833
C  4.210  3.631  -2.878
C  3.525  2.488  -3.266
C  4.446  -4.311  -0.002
C  -3.446  -4.877  -0.374
C  4.050  -3.017  0.291
C  -2.233  -3.520  3.917
C  7.043  -0.341  2.594
C  -0.753  -2.440  2.354
C  5.349  -3.520  -2.075
C  3.366  1.455  -2.355
C  -4.407  2.165  0.460
C  0.106  -2.470  1.157
C  -2.675  -4.162  -2.984
C  -1.748  -1.169  4.148
C  -3.602  -1.972  -2.549
C  4.317  0.017  3.155
C  4.709  3.730  -1.589
C  4.280  -1.960  -0.594
C  -3.934  -3.791  -0.955
C  -0.720  2.751  0.598
C  3.898  1.530  -1.064
C  -2.422  -5.685  -1.020
C  4.969  -2.203  -1.791
C  4.555  2.700  -0.656
C  -2.044  2.741  -0.187
C  6.113  -0.317  1.564
C  0.473  2.509  -0.287
C  -0.930  -1.231  3.036
C  5.265  -0.013  4.178
C  5.102  2.898  0.737
C  5.346  -1.129  -2.779
C  5.079  -4.567  -1.211
C  -3.070  1.801  0.377
C  6.614  -0.189  3.904
C  -2.407  -2.315  4.585
H  -6.393  1.502  0.932
H  7.330  -0.213  4.718
H  1.172  -4.294  1.412
H  5.876  -3.717  -3.004
H  3.123  2.400  -4.269
H  -1.870  2.403  -1.216
H  6.014  2.319  0.888
H  -3.180  -1.258  1.529
H  -5.594  -0.766  1.646
H  -0.589  3.697  1.123
H  -4.648  -3.162  -0.439
H  1.395  2.562  0.291
H  4.584  -1.024  -3.557
H  2.825  0.560  -2.657
H  2.713  0.254  4.577
H  -4.585  -1.563  -2.319
H  4.390  2.579  1.500
H  4.259  -5.115  0.700
H  -0.406  -0.349  2.692
H  6.447  -0.449  0.540
H  -1.554  -5.844  -2.872
H  2.459  1.124  3.059
H  0.544  3.237  -1.096
H  2.255  -0.628  3.115
H  -3.382  -1.837  -3.602
H  -3.054  -2.268  5.452
H  -0.228  -4.406  0.353
H  5.339  3.948  0.907
H  -2.745  -4.410  4.259
H  0.153  1.225  -1.773
H  -4.704  3.166  0.177
H  4.935  0.100  5.206
H  5.235  4.631  -1.291
H  4.344  4.449  -3.575
H  -0.726  1.952  1.346
H  3.558  -2.817  1.242
H  5.372  -5.576  -1.473
H  8.094  -0.484  2.374
H  5.471  -0.164  -2.296
H  -2.463  3.742  -0.249
H  -1.291  -4.532  2.289
H  1.248  -3.602  -0.230
H  -1.874  -0.234  4.679
H  6.283  -1.387  -3.274

=====

No. 4
Entry from OMol25: a molecular structure, C43H44N6O7S3W at a distorted geometry (ωB97M-V/def2-TZVPD).

Output
E in eV: -102898.3158
2S+1: 3
ΔE to the lowest compared entry with this formula, charge and spin in kJ/mol: 0.0
HOMO level (spin up / spin down) in eV: -11.62 / -13.03
Net charge: +2
Gap between HOMO and LUMO (spin up / spin down) in eV: 5.48 / 6.32

Cartesian coordinates (Å):
W  0.455  0.127  0.433
S  2.100  1.480  -1.542
S  -1.649  -0.852  3.191
S  -1.076  1.038  -1.576
O  0.876  -3.580  -1.413
O  1.657  0.044  -1.570
O  3.434  1.036  3.312
O  -0.802  -0.856  1.894
O  1.593  2.276  -2.615
O  -0.736  1.575  0.978
O  -1.122  3.729  1.385
N  -0.064  -1.751  -0.405
N  -2.430  0.488  -3.711
N  1.391  0.799  2.322
N  2.083  -1.025  0.758
N  1.510  1.845  -0.091
N  -0.215  -0.231  -3.761
C  3.105  -0.659  1.602
C  -4.221  -1.405  3.524
C  -2.809  0.570  3.055
C  -2.898  0.161  -5.007
C  -3.004  -1.032  -0.435
C  2.646  2.064  3.897
C  0.853  3.124  0.110
C  -4.243  0.044  3.047
C  -0.231  -0.136  6.229
C  2.273  -2.125  -0.055
C  -4.638  -2.556  -2.077
C  4.597  0.359  -1.433
C  -3.014  -2.047  2.863
C  2.668  0.395  2.426
C  0.490  0.195  5.094
C  -3.985  -0.469  -7.481
C  -1.151  -2.736  -0.631
C  -3.335  -2.954  -1.832
C  3.516  -2.796  -0.118
C  -2.682  -0.011  -7.388
C  -4.760  -0.582  -6.337
C  -4.220  -0.265  -5.104
C  -2.131  0.309  -6.156
C  0.301  1.426  4.476
C  1.210  1.847  3.342
C  1.064  -2.468  -0.681
C  6.635  1.661  -1.427
C  8.123  1.722  -1.424
C  -1.232  0.371  -3.157
C  3.863  1.532  -1.473
C  4.543  -2.377  0.723
C  -1.336  1.989  6.143
C  4.488  2.768  -1.482
C  -2.510  -2.205  -1.000
C  -0.622  2.319  5.002
C  5.978  0.431  -1.417
C  -0.517  -3.670  -1.679
C  4.354  -1.332  1.613
C  -5.129  -1.395  -1.503
C  5.869  2.826  -1.451
C  -4.301  -0.621  -0.707
C  -0.457  2.863  0.891
C  -1.140  0.764  6.758
H  0.828  2.768  2.887
H  -4.667  0.311  -0.302
H  -2.551  1.119  2.149
H  -5.265  -3.157  -2.716
H  -0.813  -4.716  -1.594
H  -0.061  -1.087  6.709
H  -2.967  -3.869  -2.266
H  2.683  1.947  4.984
H  0.698  -0.212  -3.325
H  -4.113  -1.448  4.606
H  -1.678  0.523  7.661
H  -5.784  -0.914  -6.405
H  -2.088  0.108  -8.281
H  5.107  -1.037  2.323
H  0.621  3.585  -0.861
H  6.558  -0.478  -1.425
H  -4.815  -0.346  -4.207
H  3.892  3.665  -1.540
H  -2.031  2.699  6.561
H  -2.367  -0.434  0.220
H  4.080  -0.588  -1.440
H  5.486  -2.899  0.703
H  -4.400  -0.731  -8.443
H  1.224  -0.493  4.702
H  -2.604  1.211  3.910
H  -3.138  0.857  -3.086
H  -4.659  0.082  2.043
H  -0.717  -3.307  -2.696
H  6.360  3.786  -1.472
H  1.480  3.817  0.682
H  -1.135  0.722  -6.112
H  -0.760  3.282  4.536
H  -2.751  -3.013  3.286
H  3.073  3.033  3.622
H  -6.155  -1.101  -1.661
H  -4.876  0.654  3.687
H  -5.145  -1.915  3.257
H  8.506  1.427  -0.449
H  8.538  1.034  -2.157
H  8.477  2.724  -1.641
H  -3.136  -2.129  1.785
H  -1.259  -3.297  0.319
H  3.625  -3.637  -0.780
H  -0.314  -0.584  -4.702

=====

No. 5
Entry from OMol25: a molecular structure, C43H44O2RuS2Sb2 at a distorted geometry (ωB97M-V/def2-TZVPD).

Output
E in eV: -86681.3607
2S+1: 5
ΔE to the lowest compared entry with this formula, charge and spin in kJ/mol: 95.7
HOMO level (spin up / spin down) in eV: -17.72 / -17.70
Net charge: +4
Gap between HOMO and LUMO (spin up / spin down) in eV: 5.69 / 2.61

Cartesian coordinates (Å):
Sb  -0.174  -1.831  2.559
Sb  -2.607  -1.899  -0.811
Ru  -1.105  -0.191  0.473
S  2.347  -1.126  -0.687
S  -0.100  3.170  1.378
O  0.875  -0.756  -0.521
O  -0.699  2.005  0.607
C  -1.047  -4.531  5.995
C  -5.910  -4.872  -0.787
C  0.282  5.209  -2.127
C  3.475  1.262  0.432
C  2.078  0.478  -2.949
C  -0.722  -2.694  4.508
C  -0.794  -4.191  0.237
C  -5.666  -4.015  -3.020
C  0.110  5.778  0.596
C  -0.734  -4.060  4.726
C  2.939  -0.232  -2.130
C  -2.421  0.446  2.551
C  1.663  2.653  1.573
C  -2.979  2.203  -2.513
C  -2.439  1.018  -2.030
C  -4.683  0.114  -1.826
C  -0.983  -1.795  5.535
C  2.599  1.140  -4.049
C  3.958  1.054  -4.330
C  4.808  0.325  -3.506
C  -1.295  -3.644  7.032
C  -5.200  1.299  -2.325
C  -3.703  0.987  2.494
C  3.239  -0.220  0.661
C  2.197  2.096  0.264
C  -4.792  0.175  2.199
C  -4.295  -3.169  -1.244
C  -3.304  -0.030  -1.722
C  0.193  -3.637  1.255
C  0.331  6.522  -1.677
C  -3.343  -1.738  2.013
C  0.120  4.174  -1.223
C  -4.672  -3.153  -2.585
C  -4.620  -1.187  1.995
C  4.296  -0.346  -2.409
C  -1.285  -2.278  6.799
C  -0.937  -3.406  -1.059
C  -2.228  -0.920  2.269
C  -4.351  2.341  -2.662
C  -4.902  -4.027  -0.346
C  -6.289  -4.868  -2.123
C  0.060  4.472  0.131
C  0.271  6.806  -0.320
H  -1.483  -1.584  7.603
H  -0.516  -4.772  3.943
H  -1.777  -4.394  0.684
H  4.944  -0.935  -1.778
H  -3.850  2.032  2.720
H  -1.356  0.885  -1.972
H  2.226  3.518  1.916
H  1.643  1.898  2.361
H  5.863  0.263  -3.722
H  1.948  1.707  -4.697
H  2.410  2.927  -0.412
H  -7.080  -5.522  -2.459
H  -0.398  -5.175  -0.048
H  -6.404  -5.526  -0.085
H  4.100  1.398  -0.453
H  0.338  7.825  0.032
H  1.133  -3.390  0.754
H  -0.024  -2.885  -1.350
H  -6.267  1.397  -2.452
H  -4.192  -2.491  -3.294
H  -1.080  -5.597  6.170
H  4.356  1.534  -5.211
H  -1.472  -4.019  8.032
H  -5.477  -1.827  1.840
H  0.045  3.148  -1.556
H  -2.327  3.013  -2.799
H  0.418  -4.408  1.993
H  -1.297  -4.038  -1.872
H  0.045  5.992  1.652
H  -5.954  -4.016  -4.063
H  1.021  0.518  -2.722
H  -4.766  3.265  -3.036
H  -5.784  0.598  2.174
H  0.370  4.993  -3.181
H  2.644  -0.424  1.556
H  -4.624  -4.045  0.697
H  4.052  1.636  1.281
H  0.383  7.333  -2.391
H  -5.355  -0.699  -1.568
H  1.413  1.476  -0.191
H  -0.944  -0.725  5.364
H  -1.593  1.048  2.935
H  -3.212  -2.817  1.974
H  4.191  -0.738  0.760